Molecular formula: C12H18FNO9
Method: DFT, ωB97M-V/def2-TZVPD

Properties
Calculated total energy, eV: -35368.9204
HOMO level, Eh: -0.3786
Kohn-Sham gap, eV: 9.314
SMILES string: NC1=C(F)C(=O)OC1=O.CCOC(=O)OC.CCOC(=O)OC

XYZ file:
```
41
Properties=species:S:1:pos:R:3:forces:R:3:nbo_charge:R:1
N -3.53769 2.39752 4.78772 1.87 2.80 -0.79 -0.772
C -2.14870 2.92173 4.74716 0.20 -1.53 -2.31 0.013
C -1.17160 2.54421 3.78870 -0.78 1.52 3.07 0.271
F -1.22785 1.65251 2.70187 -0.03 2.57 2.67 -0.296
C 0.07161 3.44483 4.21435 1.13 -1.56 -4.13 0.725
O 0.93452 3.75145 3.37422 -2.53 -0.62 4.26 -0.493
O -0.07899 3.77075 5.59387 -1.21 1.44 -1.88 -0.503
C -1.51013 4.01819 5.71287 -1.17 0.64 0.71 0.769
O -2.02342 4.91649 6.39117 2.16 -3.93 -2.65 -0.479
H -3.78006 2.26598 3.78428 0.10 -0.28 0.92 0.382
H -4.10253 3.23025 5.06113 0.21 -0.97 0.12 0.384
C 0.91687 -0.45631 0.68141 0.06 -0.16 -0.26 -0.641
C 0.40146 -1.08264 1.96374 0.50 0.53 0.01 -0.074
O -0.51664 -2.14715 1.68854 -0.02 -0.59 0.04 -0.498
C 0.03643 -3.30277 1.28341 0.00 0.31 -0.14 0.983
O 1.21693 -3.51431 1.14213 -0.51 0.00 0.14 -0.643
O -0.95556 -4.17369 1.03235 0.28 0.24 0.17 -0.497
C -0.50484 -5.41572 0.49130 0.02 -0.43 -0.15 -0.258
H 0.08415 -0.13786 0.04942 0.01 0.12 0.13 0.211
H 1.54733 0.40946 0.89982 -0.11 -0.05 0.02 0.222
H 1.50531 -1.16769 0.09644 0.01 0.04 0.17 0.225
H -0.14804 -0.33236 2.53565 -0.16 -0.37 -0.10 0.195
H 1.22082 -1.43350 2.59869 -0.10 -0.16 -0.19 0.192
H 0.26192 -5.87006 1.12245 0.00 0.18 -0.13 0.197
H -0.12902 -5.26426 -0.52307 0.12 -0.03 0.16 0.190
H -1.36026 -6.09102 0.44737 -0.05 0.29 0.09 0.195
C 2.76516 0.66894 -5.87410 -0.27 0.05 -0.17 -0.640
C 2.83334 0.17202 -4.44181 0.47 -0.20 -0.48 -0.071
O 1.77142 0.71762 -3.65165 -0.48 -0.18 0.24 -0.495
C 0.56155 0.16504 -3.84177 0.21 0.17 -0.20 0.983
O 0.30407 -0.73711 -4.60228 0.07 0.32 0.41 -0.643
O -0.31924 0.81297 -3.06118 0.30 -0.25 -0.14 -0.496
C -1.67004 0.38971 -3.24698 -0.44 -0.06 0.05 -0.258
H 2.74399 1.76109 -5.89941 0.15 -0.05 0.06 0.211
H 3.62753 0.31768 -6.44658 -0.04 0.04 0.11 0.217
H 1.85840 0.32167 -6.37557 0.13 -0.09 0.10 0.226
H 3.76857 0.50832 -3.98672 -0.31 0.09 0.18 0.192
H 2.82763 -0.92113 -4.39387 -0.21 0.14 0.00 0.194
H -1.76810 -0.69176 -3.13027 0.09 0.12 -0.15 0.198
H -2.02611 0.70521 -4.23024 0.05 -0.18 0.04 0.189
H -2.28019 0.87571 -2.48454 0.30 0.08 -0.01 0.194
```
Positions in Å, forces in eV/Å.